Below is C37H86CuN5O9 as an isolated structure, with properties calculated with ωB97M-V/def2-TZVPD.

Summary:
Charge ... 0
Electronic energy ... -110274.275 eV
Spin multiplicity ... 1
Relative energy (zero: lowest compared OMol25 entry of this formula, charge and spin) ... 0.0 kJ/mol

```
138
Properties=species:S:1:pos:R:3:forces:R:3
Cu 2.3677 -3.2762 2.4752 -0.20 0.97 -0.33
C 1.4419 -0.5677 0.6186 -0.21 -0.19 -0.25
O 2.0600 -1.7222 1.0237 0.21 -0.73 -0.12
H 1.2352 0.1254 1.4626 0.09 0.20 -0.25
H 2.0226 -0.0392 -0.1680 0.03 0.25 0.37
H 0.4572 -0.7011 0.1040 0.12 -0.19 0.16
C 1.5789 -2.0316 -2.8689 0.68 0.98 1.03
C 2.9762 -1.9411 -3.5057 -0.86 -0.60 -0.96
C 2.8369 -1.0073 -4.7121 0.28 0.55 -0.14
C 4.1840 -0.5095 -5.2072 0.19 0.09 -0.61
C 5.0010 0.1712 -4.1157 -0.50 -0.06 -0.63
C 5.1436 -0.7082 -2.8711 0.75 0.32 -0.32
N 3.8571 -1.2917 -2.5598 -0.79 0.69 0.76
O 3.9247 -2.0165 -1.3426 0.14 -0.27 -0.27
C 6.2759 -1.7106 -3.1082 0.32 -0.63 -0.21
C 5.5315 0.2029 -1.7203 0.25 0.32 0.92
C 3.4082 -3.3399 -3.9572 0.80 -0.01 0.31
H 1.4560 -1.0598 -2.3699 -0.35 0.02 -0.24
H 1.5542 -2.7253 -2.0285 -0.13 -0.42 -0.36
H 0.7717 -2.1556 -3.5852 0.04 -0.32 -0.07
H 2.3100 -1.4637 -5.5536 -0.06 -0.36 0.25
H 2.2159 -0.1515 -4.4193 0.13 0.04 0.08
H 4.0433 0.1791 -6.0494 -0.08 0.07 0.17
H 4.7549 -1.3304 -5.6594 -0.04 -0.10 0.24
H 4.5263 1.1196 -3.8616 -0.20 0.00 0.20
H 5.9668 0.4476 -4.5458 0.20 -0.17 0.33
H 6.3007 -2.5425 -2.4007 -0.22 0.22 0.22
H 6.2069 -2.1791 -4.0936 0.01 0.16 -0.03
H 7.2454 -1.2106 -3.0522 -0.05 0.05 -0.04
H 5.7240 -0.3754 -0.8138 -0.09 0.02 -0.04
H 6.4366 0.7883 -1.9065 0.04 -0.22 -0.35
H 4.7570 0.9413 -1.4903 -0.19 -0.22 -0.10
H 4.4305 -3.3032 -4.3392 -0.11 -0.09 -0.21
H 2.7592 -3.7495 -4.7298 -0.12 0.04 0.04
H 3.4409 -4.0187 -3.1029 -0.15 0.00 -0.01
H 3.2316 -1.6386 -0.7775 0.08 -0.20 0.30
C -2.8380 -4.2603 0.6050 -0.65 -0.11 -0.23
C -2.4772 -3.4705 -0.6760 0.32 -0.21 0.66
C -3.2849 -3.9767 -1.8745 -0.04 -0.76 0.42
C -4.7318 -3.5279 -1.8245 -0.60 0.16 0.19
C -4.7562 -2.0085 -1.8360 0.37 -0.21 -0.93
C -3.9902 -1.4073 -0.6596 -0.87 1.19 -0.16
N -2.6783 -2.0253 -0.5411 0.50 -0.04 -0.82
O -2.0208 -1.5513 0.6189 -0.17 -0.11 0.42
C -3.7354 0.0695 -1.0392 0.83 -0.15 0.63
C -4.8418 -1.4040 0.6185 0.36 -0.65 0.25
C -0.9963 -3.7215 -0.9497 0.58 0.00 -0.54
H -3.1335 -5.2785 0.3365 0.26 -0.06 0.03
H -3.7116 -3.8409 1.1006 0.16 0.08 0.15
H -2.0074 -4.3071 1.3039 -0.05 0.13 0.04
H -2.7556 -3.7232 -2.7953 -0.31 0.32 -0.10
H -3.2716 -5.0701 -1.8115 0.18 0.04 -0.11
H -5.2212 -3.9077 -0.9179 0.22 0.01 0.07
H -5.3286 -3.9609 -2.6314 0.20 0.15 -0.19
H -5.7342 -1.5341 -1.9460 -0.18 -0.29 0.53
H -4.2755 -1.7157 -2.7819 0.28 0.05 0.23
H -3.1633 0.0585 -1.9670 -0.26 0.31 -0.17
H -4.6261 0.6956 -1.0670 -0.17 -0.24 -0.33
H -3.0881 0.5285 -0.2821 -0.05 -0.07 -0.03
H -5.0576 -2.4087 0.9894 -0.03 0.01 -0.12
H -4.2705 -0.9053 1.4026 -0.25 0.09 -0.05
H -5.8053 -0.9246 0.4548 0.10 0.26 0.00
H -0.7852 -4.7907 -1.0539 -0.19 -0.03 0.10
H -0.3019 -3.3373 -0.1962 -0.32 0.04 0.24
H -0.6753 -3.2630 -1.8885 -0.24 0.05 -0.01
H -1.2200 -1.1188 0.2981 -0.03 -0.03 -0.10
C -8.0877 1.5225 4.6213 -0.34 -0.52 0.21
O -7.0160 1.0369 3.8582 0.10 0.32 -0.20
C -5.7692 1.4310 4.3857 0.09 -0.21 0.53
C -4.7000 0.9840 3.4138 -0.22 0.17 0.28
N -3.3849 1.4747 3.8309 -0.05 0.18 -1.08
C -2.3425 0.8704 2.9695 -0.38 0.02 0.53
C -1.0144 1.5114 3.3100 -0.04 -0.39 0.44
O -0.9091 2.8198 2.7931 -0.04 0.23 -0.04
C -0.3677 2.8340 1.4858 -0.16 -0.32 0.08
H -8.1714 0.9561 5.5595 0.10 0.27 0.12
H -9.0131 1.3332 4.0781 0.08 0.12 -0.16
H -7.9890 2.5918 4.8256 -0.02 0.03 0.05
H -5.6064 0.9792 5.3771 0.01 -0.13 -0.12
H -5.7280 2.5145 4.5783 -0.07 0.04 -0.35
H -5.0061 1.3415 2.4201 0.16 -0.12 -0.08
H -4.6954 -0.1074 3.3842 0.05 0.02 0.01
H -3.3796 2.4566 3.5517 0.09 0.06 0.48
H -2.5963 0.9941 1.9078 0.15 -0.19 -0.02
H -2.3370 -0.1931 3.2220 0.20 -0.07 -0.28
H -0.1461 0.9025 3.0227 -0.15 0.04 -0.23
H -1.0076 1.5664 4.4033 0.20 0.26 -0.04
H -0.4720 3.8392 1.0860 0.19 0.07 0.07
H -0.9062 2.1548 0.8115 -0.01 0.00 0.09
H 0.6785 2.5058 1.5274 0.03 0.20 -0.21
C -0.1643 -4.7260 3.4904 -0.08 -0.06 -0.02
O 0.6874 -3.6922 3.9662 0.03 -0.53 -0.61
C 0.1340 -2.3968 3.8106 -0.32 0.72 0.42
C 1.0985 -1.4579 4.4882 0.37 -0.33 -0.28
N 2.3725 -1.4915 3.7300 -0.27 0.15 0.76
C 3.4499 -0.7207 4.3436 0.88 0.09 -0.51
C 3.2247 0.7703 4.2813 0.44 0.53 -0.46
O 2.1495 1.1650 5.0914 0.28 0.13 0.26
C 1.9013 2.5679 5.1000 0.42 -0.63 0.07
H 0.2022 -5.6665 3.8953 -0.01 0.01 0.07
H -0.1556 -4.7935 2.3975 -0.03 0.14 0.02
H -1.1865 -4.5443 3.8306 -0.04 -0.12 -0.01
H -0.8400 -2.3248 4.3138 0.03 -0.22 -0.07
H -0.0018 -2.1076 2.7582 0.00 -0.29 -0.03
H 1.2885 -1.8547 5.4883 0.00 0.22 0.05
H 0.6778 -0.4550 4.5580 0.04 -0.09 0.09
H 2.1961 -1.1045 2.7954 0.19 -0.06 0.00
H 4.3566 -0.8966 3.7506 -0.13 0.00 -0.12
H 3.7573 -1.0533 5.3375 -0.67 -0.13 0.16
H 3.0799 1.0333 3.2145 -0.39 0.01 0.15
H 4.1431 1.3237 4.5432 -0.07 -0.20 0.29
H 2.8230 3.1576 5.1860 0.08 -0.18 -0.16
H 1.3484 2.7368 6.0203 -0.46 0.26 -0.31
H 1.3820 2.8191 4.1734 -0.25 0.43 0.23
C -0.8933 7.6502 -3.3871 -0.06 0.66 -0.46
O -0.0552 6.5368 -3.4386 0.01 -0.45 0.54
C 1.0471 6.6145 -2.5297 -0.32 0.30 -0.52
C 1.4993 5.2083 -2.2354 0.30 -0.22 -0.42
N 2.0254 4.5723 -3.4433 -0.04 0.20 0.38
C 2.6498 3.2716 -3.2321 -0.08 0.11 -0.79
C 1.8465 2.2790 -2.4246 0.16 -0.22 0.56
O 0.5174 2.3138 -2.8707 -0.47 0.04 -0.29
C -0.3735 1.4799 -2.1660 0.41 -0.43 0.44
H -0.3924 8.5524 -3.7751 0.04 -0.06 0.17
H -1.2606 7.8705 -2.3778 0.04 -0.13 0.03
H -1.7429 7.4747 -4.0467 -0.02 -0.16 0.09
H 1.8110 7.2211 -3.0317 0.25 -0.15 0.30
H 0.7433 7.1134 -1.5999 -0.05 -0.02 -0.05
H 2.3035 5.2176 -1.4940 -0.13 0.07 0.12
H 0.6287 4.6576 -1.8529 0.12 0.04 0.27
H 1.2393 4.4370 -4.0687 0.07 0.04 -0.06
H 2.7952 2.8999 -4.2519 0.09 -0.30 0.15
H 3.6484 3.3506 -2.7911 -0.06 0.23 0.08
H 2.2949 1.2770 -2.5090 -0.07 0.00 -0.05
H 1.8848 2.5410 -1.3520 -0.07 0.01 -0.06
H -0.4201 0.4736 -2.5997 -0.08 0.10 -0.13
H -1.3676 1.9226 -2.1398 0.02 0.08 -0.21
H -0.0374 1.3359 -1.1271 -0.04 0.15 -0.07
```
Forces are in eV/Å.

Atom charges from the Löwdin analysis, given in e for atoms 1 to 2: 0.520 -0.299